*A*
The following is a quantum chemistry calculation of a 2-piece molecular cluster, CN2O3S overall, from the Open Molecules 2025 dataset.

```
7
Properties=species:S:1:pos:R:3:lowdin_charge:R:1
N 0.27 -0.29 -1.77 -0.02
S -1.12 1.25 1.88 0.91
C 0.89 -0.81 -0.79 -0.32
N 1.76 -1.23 -0.14 0.21
O -0.63 -0.44 -2.58 0.10
O -0.25 0.66 2.88 -0.43
O -0.92 0.86 0.53 -0.45
```

LUMO (alpha / beta) = -2.0 / -2.0 eV
E_HOMO (alpha / beta) = -9.9 / -10.0 eV



*B*
The following is a quantum chemistry calculation of a 2-piece molecular cluster, CN2O3S overall, from the Open Molecules 2025 dataset.

```
7
Properties=species:S:1:pos:R:3:lowdin_charge:R:1
O 1.25 0.71 1.45 0.12
N -1.59 0.55 -2.24 -0.04
C -0.98 0.19 -1.36 -0.26
O -0.91 0.43 1.46 0.08
S 0.59 -1.47 0.26 1.11
O 2.06 -1.39 0.25 -0.44
N 0.22 0.26 1.20 -0.56
```

LUMO (alpha / beta) = -4.1 / -4.1 eV
E_HOMO (alpha / beta) = -11.0 / -11.0 eV



*A* is favored, and the nearest alternative lies 3.106 eV above it.



*A*
The following is a quantum chemistry calculation of one molecule with the formula C20H21N3O4, from the Open Molecules 2025 dataset.

```
48
Properties=species:S:1:pos:R:3:lowdin_charge:R:1
O 5.60 1.59 0.17 -0.04
H -2.24 0.30 0.55 0.20
C 6.85 1.47 0.05 -0.15
O 6.10 -1.12 0.24 -0.13
C 3.25 1.31 -0.14 -0.19
H -4.03 0.82 -2.74 -0.01
C -4.50 0.89 -1.96 0.09
H 6.98 0.82 -1.00 0.16
C -3.93 0.09 -0.80 -0.11
H -6.64 1.44 -2.28 0.21
C -2.45 -1.61 -0.44 -0.46
H -8.26 1.16 -0.15 0.10
C -7.33 0.88 0.26 -0.04
H 1.61 3.16 -1.12 0.15
H 1.19 -2.77 -0.25 0.08
N -1.10 -1.98 -0.38 -0.05
H 5.89 -3.07 -0.67 0.11
N -0.17 -1.17 -0.17 0.04
H 3.78 -2.61 0.04 0.02
H -8.23 0.46 2.48 0.17
H 7.25 -2.90 0.41 0.10
H 2.28 4.20 -0.06 0.04
C -2.43 -0.12 -0.64 -0.06
C -6.12 -0.02 2.27 -0.06
C 2.06 0.37 0.06 0.04
H -6.15 -0.34 3.12 -0.01
H 7.48 2.04 -0.11 -0.06
C -4.98 0.17 0.22 -0.18
O -3.29 -2.28 -0.99 0.10
H 1.33 3.00 0.80 0.08
C 1.07 -1.75 -0.29 -0.06
H -2.00 0.19 -1.42 0.04
H -4.02 -0.29 2.07 0.12
C -4.98 -0.27 1.53 -0.02
H 7.29 0.77 0.91 0.14
C 4.74 -0.71 0.10 -0.09
C 1.95 3.27 0.00 -0.01
C -7.35 0.37 1.51 -0.06
H -1.00 -3.25 -0.40 0.28
N -5.94 0.95 -1.58 0.06
C 3.57 -1.64 -0.12 0.07
C 4.51 0.74 0.00 -0.09
H 5.70 -3.22 1.15 0.09
C 6.14 -2.61 0.36 -0.08
C 2.23 -0.98 -0.04 -0.25
O 3.25 2.63 -0.16 -0.06
C -6.11 0.65 -0.32 -0.34
H 1.13 0.95 -0.08 0.10
```

SMILES = COc1cc(/C=N/NC(=O)Cc2c[nH]c3ccccc23)cc(OC)c1OC
LUMO = -0.2 eV
E_HOMO = -7.4 eV



*B*
The following is a quantum chemistry calculation of one molecule with the formula C20H21N3O4, from the Open Molecules 2025 dataset.

```
48
Properties=species:S:1:pos:R:3:lowdin_charge:R:1
N -0.56 -0.47 -0.49 0.12
H 3.44 0.24 0.70 0.10
H 1.84 1.32 5.60 0.14
H 1.06 1.42 0.44 0.14
H 1.48 -2.95 -2.52 0.09
H 0.44 -1.18 1.23 0.16
C 0.82 1.06 3.76 -0.03
H 4.63 1.53 5.44 0.13
C -4.50 0.97 -2.92 -0.34
C 3.05 1.13 3.93 -0.25
C 3.70 0.58 1.68 -0.01
C 1.25 0.95 2.48 -0.18
H 2.08 -1.62 -3.22 0.08
H -6.18 1.68 -2.38 0.13
C 5.02 0.73 2.14 -0.10
C -4.58 -0.17 -2.17 -0.01
C 4.38 1.33 4.34 -0.02
C -3.36 1.35 -3.65 -0.01
C -2.40 -0.79 -2.96 -0.25
O -5.39 2.02 -2.88 0.03
O -2.36 0.35 1.92 0.13
H -0.40 1.64 1.48 0.13
H -3.51 2.26 -4.25 0.12
N 1.23 -2.19 -3.18 0.03
C 0.20 -1.29 -2.68 -0.33
H 0.46 -0.28 -3.16 0.17
C -1.22 -1.79 -3.06 -0.10
O -2.02 -1.83 1.73 0.12
C 0.45 0.93 1.25 -0.10
H 5.89 0.68 1.43 0.11
H -3.24 -1.60 -1.17 0.14
C -3.41 -0.95 -2.09 -0.09
H -5.35 -0.45 -1.46 0.11
O 1.41 -1.57 -0.63 0.05
N 1.92 1.08 4.64 0.07
C -1.65 -0.57 1.64 -0.49
H -1.33 -2.68 -2.47 0.11
C 2.71 0.78 2.62 -0.13
H -1.45 -2.53 1.31 0.15
C -2.31 0.43 -3.83 0.03
H 6.37 1.15 3.69 0.08
H -0.21 1.37 4.11 0.15
H -1.39 0.56 -4.40 0.11
H -1.41 -0.09 -0.95 0.16
H -1.09 -2.04 -4.19 0.15
C -0.27 -0.37 0.87 -0.26
C 0.39 -1.18 -1.18 -0.43
C 5.37 1.06 3.43 -0.12
```

SMILES = N[C@@H](Cc1ccc(O)cc1)C(=O)N[C@@H](Cc1c[nH]c2ccccc12)C(=O)O
LUMO = 0.4 eV
E_HOMO = -7.9 eV



*C*
The following is a quantum chemistry calculation of one molecule with the formula C20H21N3O4, from the Open Molecules 2025 dataset.

```
48
Properties=species:S:1:pos:R:3:lowdin_charge:R:1
C -3.18 0.74 -0.23 -0.27
C 1.90 -1.23 1.34 -0.13
H -1.96 -1.21 -0.41 0.19
C 4.89 -1.11 -0.16 -0.06
C -6.17 -0.62 -2.20 -0.15
C -2.89 0.20 1.17 -0.07
H 6.19 2.24 1.10 0.09
C -0.48 -0.49 1.00 -0.53
C -6.18 0.56 -3.03 -0.12
C 6.19 -0.98 -0.13 -0.04
N -3.31 2.40 -1.73 0.03
H -1.85 2.50 0.12 0.14
C 2.45 -0.23 2.44 -0.45
H 1.04 1.22 2.24 0.20
H 3.74 1.92 0.86 0.13
H 7.01 -1.73 -0.44 0.14
C 4.44 1.16 0.40 -0.07
H 4.31 -2.00 -0.67 0.15
H -4.67 -1.71 -0.80 0.15
H -2.74 -2.97 0.52 0.11
H -7.38 0.78 -3.56 0.18
C -5.10 -0.70 -1.39 -0.06
C 3.89 -0.04 0.09 -0.26
H 1.43 0.21 -0.06 0.18
H 8.71 1.28 0.06 0.23
C 5.81 1.40 0.55 -0.02
O 3.24 -0.94 3.15 0.03
N 0.46 -1.50 1.02 0.13
H 2.37 -1.11 -0.76 0.07
H -0.01 -2.32 1.11 0.05
H -5.33 2.27 -3.82 0.06
H -3.39 3.46 -2.13 0.23
H -7.08 -1.27 -2.52 0.13
C -2.73 2.06 -0.49 -0.03
O 8.18 0.27 0.21 -0.09
H -3.87 0.12 1.98 0.17
N -1.91 -2.52 1.07 -0.02
C -1.80 -1.02 0.76 -0.25
O 2.03 0.99 2.68 0.08
H -2.12 0.96 1.85 0.16
C -4.10 0.36 -1.22 -0.15
C -5.22 1.57 -3.11 -0.02
C -4.23 1.45 -2.10 -0.24
H 2.30 -2.22 1.60 0.15
C 2.50 -0.46 0.02 -0.10
H -1.84 -2.70 2.15 0.13
O -0.30 0.67 1.07 0.03
C 6.76 0.30 0.39 -0.23
```

SMILES = N[C@@H](Cc1c[nH]c2ccccc12)C(=O)N[C@@H](Cc1ccc(O)cc1)C(=O)O
LUMO = 0.4 eV
E_HOMO = -7.9 eV



*B* is favored, and the nearest alternative lies 8.074 eV above it.



*A*
The following is a quantum chemistry calculation of one molecule with the formula CHNO4, from the Open Molecules 2025 dataset.

```
7
Properties=species:S:1:pos:R:3:lowdin_charge:R:1
O -0.55 0.37 0.37 0.12
O 1.08 1.64 1.07 0.22
H -0.02 -1.07 -0.81 0.12
C -0.88 -0.60 -0.45 -0.33
O -2.01 -0.79 -0.77 0.13
N 0.86 0.65 0.53 -0.40
O 1.51 -0.19 0.05 0.15
```

SMILES = O=CO[N+](=O)[O-]
LUMO = -0.4 eV
E_HOMO = -11.4 eV



*B*
The following is a quantum chemistry calculation of CHNO4 as an isolated structure, from the Open Molecules 2025 dataset.

```
7
Properties=species:S:1:pos:R:3:lowdin_charge:R:1
O -0.89 0.61 -0.64 -0.14
O 0.32 0.71 -0.01 -0.09
N -2.77 0.20 0.40 0.05
O -1.57 -1.81 -0.02 0.22
O -3.61 0.93 -0.06 0.11
C -1.96 -0.72 -0.08 -0.31
H 1.11 0.13 -0.33 0.15
```

LUMO (alpha / beta) = -1.9 / -1.9 eV
E_HOMO (alpha / beta) = -10.1 / -10.1 eV



*A* is favored, and the nearest alternative lies 3.221 eV above it.



*A*
The following is a quantum chemistry calculation of a 2-piece molecular cluster, C4H6NO2 overall, from the Open Molecules 2025 dataset.

```
13
Properties=species:S:1:pos:R:3:lowdin_charge:R:1
C 0.12 -0.91 -0.15 -0.05
H -2.24 1.24 -2.67 0.01
H -0.50 -1.77 -0.66 0.10
H 2.16 0.83 2.93 0.08
H 1.01 -1.16 0.44 0.03
C 2.05 -0.03 2.22 -0.69
C -1.53 0.63 -2.16 -0.04
O 1.23 -0.94 2.56 -0.18
H -0.76 0.13 -2.80 0.05
N -0.44 0.21 0.09 0.00
H -2.29 1.12 -0.20 0.08
C -1.51 0.62 -0.77 -0.26
O 2.70 0.04 1.17 -0.13
```

LUMO = 3.8 eV
charge = -1
E_HOMO = -4.1 eV



*B*
The following is a quantum chemistry calculation of C4H6NO2 as an isolated structure, from the Open Molecules 2025 dataset.

```
13
Properties=species:S:1:pos:R:3:lowdin_charge:R:1
H -1.57 1.50 -0.63 0.07
C 0.29 0.72 0.21 -0.23
C 0.20 -0.67 -0.32 -0.42
H -0.29 1.61 -1.68 0.07
H -0.88 0.05 1.81 0.15
C 0.89 -1.76 0.03 -0.05
O -1.51 -1.10 -1.96 -0.24
C -0.73 1.02 -0.97 -0.07
H 1.11 1.30 0.29 0.09
O -0.39 0.92 1.49 -0.12
N -0.79 -0.40 -1.16 -0.29
H 1.42 -1.72 1.00 0.01
H 0.48 -2.77 -0.36 0.04
```

LUMO = 4.0 eV
charge = -1
E_HOMO = -1.5 eV



*A* is favored, and the nearest alternative lies 2.979 eV above it.